The following is a quantum chemistry calculation of a structure of composition C27H27Cl2HfN5O5S2, from the OMol25 dataset.

Geometry as ORCA input:
```
! wB97M-V def2-TZVPD RIJCOSX def2/J DEFGRID3
* xyz 2 1
Hf 0.675 0.398 -0.643
N 3.794 0.484 -3.974
C 2.933 0.750 -2.971
S 3.099 -0.210 -1.511
N 2.035 1.664 -3.177
N 1.148 1.914 -2.122
C 0.573 3.077 -2.215
C -0.296 3.669 -1.233
C -0.974 4.853 -1.565
C -1.750 5.509 -0.637
C -1.819 5.009 0.665
C -1.155 3.848 1.018
C -0.418 3.150 0.069
O 0.183 1.995 0.395
H 4.593 -0.099 -3.796
H 3.833 1.120 -4.755
H 0.830 3.667 -3.092
H -0.876 5.244 -2.571
H -2.280 6.412 -0.907
H -2.384 5.546 1.417
H -1.184 3.476 2.034
O 3.865 -2.582 5.920
C 3.570 -3.469 4.955
O 3.774 -4.635 5.102
C 2.957 -2.944 3.679
C 3.085 -3.744 2.550
C 2.521 -3.359 1.348
C 1.793 -2.176 1.271
C 1.683 -1.364 2.391
C 2.257 -1.749 3.592
N 1.185 -1.755 0.042
C 0.822 -2.624 -0.816
C 0.405 -2.232 -2.164
C 0.368 -3.184 -3.158
C 0.132 -2.785 -4.467
C -0.081 -1.445 -4.724
C -0.062 -0.546 -3.671
N 0.183 -0.916 -2.410
H 3.755 -1.666 5.635
H 3.642 -4.667 2.631
H 2.689 -3.964 0.466
H 1.138 -0.429 2.338
H 2.128 -1.112 4.459
H 0.887 -3.688 -0.607
H 0.546 -4.222 -2.913
H 0.123 -3.510 -5.270
H -0.262 -1.085 -5.727
H -0.240 0.504 -3.844
O 3.198 2.298 0.620
C 2.605 1.348 0.684
O -0.955 -0.403 0.515
S -1.514 0.305 1.795
C -1.829 -1.026 2.997
C -3.332 -1.299 3.009
C -3.995 0.044 2.705
C -3.277 0.565 1.467
H -1.488 -0.627 3.953
H -1.201 -1.872 2.719
H -3.639 -1.698 3.974
H -3.594 -2.031 2.244
H -3.863 0.730 3.545
H -5.064 -0.045 2.518
H -3.444 1.618 1.244
H -3.493 -0.046 0.588
Cl -2.095 1.165 -1.781
C -3.785 1.322 -2.396
Cl -4.703 -0.141 -2.122
H -3.720 1.516 -3.458
H -4.233 2.147 -1.856
*
```

Properties
energy relative to the best compared isomer or geometry (same formula, charge and spin)	55.3	kJ/mol
Kohn-Sham gap	0.2499	Ha
calculated total energy	-94137.5122	eV